# 1
C4H8AlF6OP | ωB97M-V with the def2-TZVPD basis set

As for the total charge: +2. The value obtained for the HOMO-LUMO gap is 3.229 eV. The value obtained for the HOMO energy is -0.7133 Ha. Its multiplicity is 1.

Last column: Löwdin charge in e.
Element x y z (Å)
Al: 2.631 -1.837 -0.273  1.38
P: 1.820 0.242 2.688  0.18
F: 3.181 -0.003 1.849  -0.16
F: 1.084 0.354 1.193  -0.16
F: 1.587 -1.367 2.605  -0.18
F: 0.387 0.371 3.418  -0.05
F: 2.543 0.123 4.089  -0.04
F: 2.165 1.809 2.524  -0.04
C: -1.715 0.701 -0.712  -0.07
C: -1.634 0.484 -2.244  -0.06
C: -0.342 -0.381 -2.343  -0.04
O: 0.047 -0.703 -0.995  -0.06
C: -1.078 -0.559 -0.185  -0.08
H: -2.689 1.041 -0.362  0.17
H: -1.061 1.566 -0.559  0.15
H: -1.602 1.425 -2.786  0.15
H: -2.542 -0.082 -2.481  0.15
H: 0.421 0.179 -2.902  0.19
H: -0.520 -1.325 -2.890  0.20
H: -0.917 -0.662 0.886  0.16
H: -1.765 -1.374 -0.520  0.23

=====

# 2
C2H7AgF3O4 | ωB97M-V with the def2-TZVPD basis set

As for the total charge: -2. The value obtained for the HOMO-LUMO gap (alpha / beta) is 6.437 / 6.203 eV. The value obtained for the HOMO energy (alpha / beta) is -0.0315 / -0.0240 Ha. Its multiplicity is 2. The expectation value of S² is 0.757.

Last column: Löwdin charge in e.
Element x y z (Å)
Ag: 18.130 -10.801 3.823  1.04
F: 19.138 -8.908 2.937  -0.69
F: 16.699 -12.656 3.648  -0.72
F: 19.021 -11.560 1.701  -0.64
C: 21.479 -11.885 6.329  -0.04
C: 20.126 -11.803 5.564  -0.81
O: 20.044 -12.429 4.494  -0.09
O: 19.113 -11.232 5.901  -0.12
H: 21.753 -12.938 6.395  0.05
H: 21.413 -11.530 7.357  0.04
H: 22.282 -11.421 5.757  0.06
O: 16.366 -9.903 2.229  -0.10
H: 16.253 -10.292 1.362  0.03
H: 15.650 -9.273 2.305  0.02
O: 16.918 -9.346 5.110  -0.09
H: 15.974 -9.426 5.242  0.04
H: 17.249 -9.003 5.940  0.04

=====

# 3
C16H34BBr2F4KN2O8 | ωB97M-V with the def2-TZVPD basis set

As for the total charge: 0. The value obtained for the HOMO-LUMO gap is 6.814 eV. The value obtained for the HOMO energy is -0.3109 Ha. Its multiplicity is 1.

Last column: Löwdin charge in e.
Element x y z (Å)
K: -4.272 -0.869 -3.358  0.96
B: -0.931 -0.231 -1.904  -1.48
F: -1.282 -1.393 -1.269  0.13
F: -0.650 0.639 -0.912  0.16
F: 0.258 -0.537 -2.538  0.13
F: -1.981 0.249 -2.656  0.06
C: 1.738 2.612 0.751  -0.06
C: 2.577 3.869 0.498  -0.20
O: 3.768 3.831 1.297  0.01
C: 3.819 4.565 2.448  -0.53
O: 2.851 5.028 3.055  0.09
O: 5.094 4.732 2.865  0.00
C: 5.228 5.221 4.198  -0.06
H: 1.505 2.384 1.792  0.08
H: 2.082 1.660 0.346  0.07
H: 0.793 2.918 0.303  0.06
H: 2.085 4.831 0.638  0.12
H: 2.989 3.859 -0.511  0.12
H: 5.023 4.589 5.062  0.10
H: 4.696 6.168 4.283  0.09
H: 6.259 5.558 4.308  0.09
C: -7.413 -3.322 0.689  -0.06
C: -5.949 -2.909 0.556  -0.22
O: -5.912 -1.531 0.234  0.04
C: -4.740 -0.915 0.389  -0.52
O: -3.720 -1.384 0.970  0.10
O: -4.870 0.283 -0.233  -0.04
C: -3.834 1.226 -0.064  -0.03
H: -7.502 -4.385 0.911  0.08
H: -7.893 -3.280 -0.289  0.07
H: -8.040 -2.761 1.382  0.08
H: -5.456 -3.464 -0.242  0.12
H: -5.437 -3.359 1.407  0.13
H: -4.390 1.855 0.631  0.11
H: -3.662 1.782 -0.985  0.10
H: -2.908 0.887 0.402  0.10
C: 3.573 -3.975 -0.670  -0.29
O: 4.784 -4.067 -0.972  -0.03
N: 2.719 -3.210 -1.414  -0.18
C: 3.023 -2.472 -2.633  -0.03
C: 1.318 -3.320 -1.134  -0.10
H: 3.090 -4.378 0.234  0.13
H: 2.401 -1.580 -2.707  0.07
H: 2.638 -3.036 -3.483  0.09
H: 4.089 -2.344 -2.819  0.09
H: 0.891 -4.004 -1.867  0.09
H: 1.025 -3.648 -0.137  0.08
H: 0.711 -2.425 -1.270  0.05
C: -0.748 -2.832 2.227  -0.37
O: -1.208 -3.479 3.130  0.01
N: 0.252 -1.944 2.346  -0.16
C: 0.709 -1.121 1.197  -0.04
C: 1.054 -1.682 3.525  -0.05
H: -1.095 -2.963 1.191  0.13
H: -0.096 -0.963 0.480  0.06
H: 1.567 -1.489 0.633  0.08
H: 1.039 -0.130 1.509  0.07
H: 0.759 -0.710 3.922  0.09
H: 0.969 -2.486 4.256  0.09
H: 2.090 -1.613 3.195  0.09
Br: -0.146 4.300 -2.757  0.65
C: 0.168 2.539 -3.516  -0.70
C: 0.938 2.765 -4.779  -0.64
Br: 1.495 1.008 -5.663  0.54
H: -0.830 2.123 -3.659  0.05
H: 0.771 2.039 -2.757  0.05
H: 1.773 3.415 -4.517  0.05
H: 0.355 3.272 -5.548  0.05

=====

# 4
C27H27N5O4S4Tl | ωB97M-V with the def2-TZVPD basis set

As for the total charge: -2. The value obtained for the HOMO-LUMO gap (alpha / beta) is 3.536 / 5.666 eV. The value obtained for the HOMO energy (alpha / beta) is 0.0138 / -0.0645 Ha. Its multiplicity is 2. The expectation value of S² is 0.778.

Last column: Löwdin charge in e.
Element x y z (Å)
Tl: 1.280 -0.452 -1.382  0.85
C: -1.677 5.433 -1.597  -0.49
S: -0.084 5.009 -2.333  0.74
C: -0.078 3.190 -2.340  -1.14
S: -1.133 2.309 -1.281  0.50
N: 0.845 2.797 -3.146  -0.14
N: 1.086 1.454 -3.261  -0.14
C: 2.069 1.189 -4.113  -0.18
C: 2.443 -0.123 -4.460  -0.33
C: 3.449 -0.376 -5.437  -0.07
C: 3.691 -1.652 -5.857  -0.13
C: 2.954 -2.725 -5.291  -0.12
C: 2.058 -2.415 -4.284  -0.22
N: 1.796 -1.182 -3.865  -0.03
H: -1.539 6.272 -0.915  0.01
H: -2.405 5.700 -2.364  0.01
H: -2.024 4.557 -1.043  -0.05
H: 2.609 2.014 -4.577  0.10
H: 4.007 0.461 -5.839  0.09
H: 4.444 -1.843 -6.614  0.08
H: 3.114 -3.752 -5.590  0.07
H: 1.530 -3.206 -3.760  0.07
O: -0.590 -2.891 -0.130  -0.22
N: -0.137 -4.036 0.306  -0.25
C: -0.988 -4.822 1.007  -0.06
C: -0.640 -6.044 1.516  -0.12
C: 0.655 -6.508 1.278  -0.13
C: 1.509 -5.723 0.552  -0.14
C: 1.153 -4.450 0.037  -0.73
S: 2.247 -3.541 -0.881  0.51
H: -1.966 -4.393 1.125  0.12
H: -1.365 -6.612 2.082  0.08
H: 0.975 -7.475 1.647  0.09
H: 2.519 -6.043 0.338  0.08
N: 1.680 2.474 0.261  0.11
C: 2.857 3.122 0.865  -0.08
C: 4.124 2.460 0.200  -0.69
O: 5.218 2.848 0.617  -0.04
O: 3.818 1.615 -0.677  -0.07
H: 0.940 3.054 -0.161  0.07
H: 1.209 1.768 0.844  0.06
H: 2.170 1.917 -0.506  0.04
H: 2.886 2.965 1.941  0.11
H: 2.861 4.188 0.651  0.12
O: 0.233 0.373 1.556  -0.59
S: -1.181 0.170 1.106  0.90
C: -2.021 1.654 1.716  -0.41
C: -1.447 2.395 2.733  -0.07
C: -2.110 3.510 3.220  -0.08
C: -3.340 3.878 2.687  -0.10
C: -3.899 3.137 1.654  -0.08
C: -3.237 2.023 1.161  -0.14
C: -1.912 -0.871 2.387  -0.35
C: -1.125 -1.275 3.448  -0.06
C: -1.688 -2.054 4.450  -0.08
C: -3.026 -2.419 4.386  -0.10
C: -3.804 -2.016 3.306  -0.09
C: -3.245 -1.245 2.299  -0.08
H: -0.482 2.094 3.121  0.11
H: -1.663 4.101 4.010  0.10
H: -3.854 4.753 3.065  0.09
H: -4.839 3.444 1.214  0.10
H: -3.633 1.471 0.319  0.10
H: -0.081 -0.991 3.454  0.11
H: -1.076 -2.384 5.280  0.10
H: -3.460 -3.030 5.168  0.09
H: -4.845 -2.310 3.246  0.10
H: -3.837 -0.941 1.444  0.11

=====

# 5
C4H4O2S | ωB97M-V with the def2-TZVPD basis set

As for the total charge: 0. The value obtained for the HOMO-LUMO gap is 8.250 eV. The value obtained for the HOMO energy is -0.3218 Ha. Its multiplicity is 1.

Last column: Löwdin charge in e.
Element x y z (Å)
C: -2.963 2.084 0.405  0.12
C: -0.463 -0.303 0.072  -0.41
C: -3.226 -0.278 -0.021  -0.73
C: 0.891 -0.882 0.109  -0.24
O: -4.305 -0.785 -0.018  0.10
O: -2.982 1.002 -0.298  -0.11
S: -1.742 -1.367 0.070  1.03
H: -2.780 2.917 -0.304  0.03
H: 1.480 -0.321 0.834  0.08
H: 1.323 -0.666 -0.870  0.09
H: 0.975 -1.952 0.311  0.06

=====

# 6
C36H45BN13OSi2Ti | ωB97M-V with the def2-TZVPD basis set

As for the total charge: 0. The value obtained for the HOMO-LUMO gap (alpha / beta) is 6.621 / 6.001 eV. The value obtained for the HOMO energy (alpha / beta) is -0.2626 / -0.2726 Ha. Its multiplicity is 2. The expectation value of S² is 0.772.

Last column: Löwdin charge in e.
Element x y z (Å)
Ti: -0.191 0.081 -0.534  0.97
C: 1.849 2.106 4.979  -0.08
C: 2.484 0.869 4.586  -0.16
N: 1.670 0.125 3.844  0.07
N: 0.443 0.823 3.726  0.01
C: 0.586 1.996 4.463  -0.13
B: -0.811 0.185 3.048  -0.59
N: -0.587 -1.210 2.282  0.05
C: -0.288 -2.371 2.872  -0.06
C: 0.641 -3.090 2.065  -0.02
C: 0.781 -2.313 0.880  -0.11
N: 0.109 -1.155 1.048  -0.07
N: -1.552 1.071 2.010  0.03
C: -2.088 2.277 2.222  -0.06
C: -2.935 2.615 1.165  -0.04
C: -2.818 1.551 0.292  -0.14
N: -1.943 0.598 0.748  -0.02
N: -1.805 -0.155 4.266  -0.02
C: -1.566 -0.272 5.631  -0.08
C: -2.663 -0.891 6.219  -0.09
C: -3.483 -1.189 5.131  -0.21
N: -3.012 -0.763 3.981  0.06
H: 2.253 2.797 5.698  0.09
H: 3.511 0.477 4.668  0.10
H: -0.261 2.687 4.544  0.12
H: -0.792 -2.755 3.702  0.11
H: 1.122 -4.045 2.312  0.10
H: 1.376 -2.460 -0.002  0.08
H: -2.044 2.879 3.133  0.13
H: -3.617 3.451 1.148  0.10
H: -3.250 1.454 -0.722  0.12
H: -0.637 0.081 6.077  0.11
H: -2.739 -1.182 7.289  0.10
H: -4.427 -1.775 5.069  0.11
C: -0.558 1.892 -4.724  -0.16
Si: 0.875 1.164 -3.713  0.46
C: 1.975 0.230 -4.932  -0.18
C: 2.027 2.378 -2.878  -0.16
N: 0.013 0.025 -2.631  -0.13
C: -0.833 -0.917 -3.247  -0.31
C: -0.638 -1.563 -4.474  -0.06
C: -1.771 -1.776 -5.258  -0.07
C: -3.081 -1.555 -4.701  -0.07
C: -3.186 -1.409 -3.322  -0.08
C: -1.998 -1.363 -2.511  -0.38
N: -1.918 -1.544 -1.203  -0.03
Si: -3.250 -2.622 -0.585  0.52
C: -2.964 -3.856 0.874  -0.18
C: -3.964 -3.780 -1.987  -0.17
C: -4.622 -1.559 0.062  -0.18
H: -0.338 2.886 -5.149  0.03
H: -1.478 1.953 -4.093  0.04
H: -0.792 1.219 -5.559  0.02
H: 1.415 -0.211 -5.753  0.02
H: 2.564 -0.494 -4.415  0.00
H: 2.748 0.833 -5.468  0.05
H: 2.517 2.978 -3.627  0.03
H: 2.764 1.895 -2.174  0.03
H: 1.494 3.110 -2.230  0.02
H: 0.360 -1.678 -4.854  0.08
H: -1.639 -2.263 -6.226  0.10
H: -3.962 -1.666 -5.395  0.12
H: -4.154 -1.344 -2.841  0.09
H: -2.097 -4.558 0.679  0.04
H: -3.854 -4.482 1.169  0.05
H: -2.752 -3.300 1.792  -0.01
H: -3.188 -4.303 -2.585  0.05
H: -4.665 -3.325 -2.694  0.02
H: -4.460 -4.520 -1.375  0.01
H: -5.524 -1.946 -0.323  0.01
H: -4.497 -0.501 -0.273  0.02
H: -4.608 -1.570 1.208  0.06
N: 0.487 1.637 -0.131  -0.09
C: 0.751 2.866 0.325  -0.39
C: 1.643 3.084 1.426  -0.03
C: 1.795 4.367 1.986  -0.09
C: 1.132 5.438 1.397  -0.12
C: 0.279 5.276 0.306  -0.11
C: 0.109 4.017 -0.255  -0.06
H: 2.161 2.186 1.791  0.09
H: 2.211 4.447 2.963  0.08
H: 1.285 6.454 1.806  0.10
H: -0.205 6.156 -0.134  0.10
H: -0.585 3.852 -1.130  0.12
N: 7.108 -2.252 -0.853  0.15
C: 6.671 -0.969 -0.619  -0.47
O: 7.482 -0.125 -0.201  0.04
C: 5.217 -0.754 -0.944  -0.10
C: 4.561 0.328 -0.279  0.03
C: 3.207 0.440 -0.258  -0.11
N: 2.437 -0.480 -0.906  0.03
C: 3.019 -1.487 -1.577  -0.13
C: 4.422 -1.637 -1.689  0.00
H: 8.026 -2.501 -0.487  0.12
H: 6.435 -2.967 -1.188  0.10
H: 5.187 0.983 0.335  0.13
H: 2.706 1.267 0.238  0.07
H: 2.312 -2.164 -2.087  0.12
H: 4.873 -2.420 -2.258  0.10

=====

Which formula does entry 6 have?
C36H45BN13OSi2Ti